Entry 1:
The following is a quantum chemistry calculation of 4 unconnected molecules or ions with the total composition C2H11NO3, from the Open Molecules 2025 dataset.

The spin multiplicity is 2. The value obtained for the gap between HOMO and LUMO (spin up / spin down) is 2.584 / 8.543 eV. Its expectation value of S² is 0.75. As for the net charge: -1. For the total energy, the calculation gives -363.175238 a.u. The energy relative to the best compared isomer or geometry (same formula, charge and spin) is 1.2006 eV.

```
17
C2H11NO3, DFT ωB97M-V/def2-TZVPD
C 0.419 1.258 1.993
C 0.989 0.064 1.782
N 0.493 -1.021 1.129
H -0.640 1.317 2.054
H 0.820 2.185 2.344
H 1.917 0.022 2.237
H -0.495 -1.244 1.069
H 1.117 -1.820 1.309
H 1.544 1.705 -3.586
H 1.774 1.397 -2.153
O 1.106 1.614 -2.771
H -1.756 0.744 -1.423
H -0.985 0.724 -0.237
O -1.487 0.103 -0.813
H -1.540 -1.586 -1.096
H -2.020 -2.995 -0.829
O -1.257 -2.468 -1.008
```

Entry 2:
The following is a quantum chemistry calculation of 3 unconnected molecules or ions with the total composition C2H8O4, from the Open Molecules 2025 dataset.

The SMILES is CC(=O)O.O.O. The value obtained for the gap between HOMO and LUMO is 10.692 eV. For the total energy, the calculation gives -381.956078 a.u. The energy relative to the best compared isomer or geometry (same formula, charge and spin) is 1.1395 eV.

```
14
C2H8O4, DFT ωB97M-V/def2-TZVPD
C -1.764 -0.927 -0.434
C -0.596 -0.039 -0.766
O -0.631 0.835 -1.589
O 0.603 -0.568 -0.425
H -2.559 -0.699 -1.140
H -2.091 -0.601 0.574
H -1.408 -1.928 -0.219
H 0.963 -0.255 0.423
O 0.580 -0.238 2.373
H 1.193 -0.607 3.010
H -0.268 -0.691 2.418
O 2.043 2.248 -1.597
H 2.551 1.907 -0.851
H 1.384 1.562 -1.778
```

Entry 3:
The following is a quantum chemistry calculation of a molecular structure, C6H7N, from the Open Molecules 2025 dataset.

The value obtained for the gap between HOMO and LUMO is 9.312 eV. For the total energy, the calculation gives -287.413169 a.u. The energy relative to the best compared isomer or geometry (same formula, charge and spin) is 4.7366 eV.

```
14
C6H7N, DFT ωB97M-V/def2-TZVPD
C -0.328 -1.962 1.102
C -1.381 -0.295 -0.532
C 0.679 -1.134 1.262
C -0.204 0.513 -0.297
C -1.252 -0.823 0.819
C 0.327 1.617 -1.047
N -0.054 0.056 1.041
H -0.681 -2.933 1.377
H -1.852 -0.675 -1.428
H 1.660 -1.046 1.566
H -2.169 -0.578 1.405
H 0.601 1.257 -1.993
H 1.156 2.169 -0.539
H -0.426 2.479 -1.291
```

Entry 4:
The following is a quantum chemistry calculation of a molecular structure, C3H4N4, from the Open Molecules 2025 dataset.

The value obtained for the gap between HOMO and LUMO is 7.945 eV. For the total energy, the calculation gives -335.508967 a.u. The energy relative to the best compared isomer or geometry (same formula, charge and spin) is 7.1936 eV.

```
11
C3H4N4, DFT ωB97M-V/def2-TZVPD
C 0.431 -0.318 -0.012
C -0.216 0.897 0.194
C -1.680 -0.749 -0.145
H 3.420 -0.258 0.371
H 0.411 1.761 0.012
H -2.058 1.407 -0.171
H -2.504 -1.377 -0.132
N 2.548 0.199 -0.496
N 1.705 -0.740 0.479
N -1.585 0.568 0.051
N -0.471 -1.390 -0.152
```

Entry 5:
The following is a quantum chemistry calculation of C4H6N4 in the gas phase, from the Open Molecules 2025 dataset.

The spin multiplicity is 3. The value obtained for the gap between HOMO and LUMO (spin up / spin down) is 4.967 / 5.645 eV. Its expectation value of S² is 2.01. For the total energy, the calculation gives -374.738960 a.u. The energy relative to the best compared isomer or geometry (same formula, charge and spin) is 2.6433 eV.

```
14
C4H6N4, DFT ωB97M-V/def2-TZVPD
C -1.298 1.213 -1.843
C -2.001 0.586 0.373
C -0.017 -0.481 -0.636
C -0.835 0.791 -0.519
N -1.401 1.646 -2.879
N -2.902 0.311 1.011
N 0.165 -1.109 0.659
N 0.003 1.993 -0.170
H -0.607 -1.128 -1.257
H 1.087 -0.273 -0.970
H 0.636 -1.943 0.608
H -0.640 -1.318 1.076
H -0.589 2.739 0.336
H 0.700 1.668 0.499
```

Entry 6:
The following is a quantum chemistry calculation of 2 unconnected molecules or ions with the total composition H2INS, from the Open Molecules 2025 dataset.

The spin multiplicity is 3. The value obtained for the gap between HOMO and LUMO (spin up / spin down) is 8.499 / 6.292 eV. Its expectation value of S² is 2.01. For the total energy, the calculation gives -751.718661 a.u. The energy relative to the best compared isomer or geometry (same formula, charge and spin) is 0.9238 eV.

```
5
H2INS, DFT ωB97M-V/def2-TZVPD
N -0.540 1.240 0.568
S -0.504 -1.857 -0.065
I 0.951 -2.006 -1.846
H -0.073 1.123 1.464
H 0.165 1.499 -0.122
```

Entry 7:
The following is a quantum chemistry calculation of C6H10 in the gas phase, from the Open Molecules 2025 dataset.

The SMILES is C=CC/C=C/C. The value obtained for the gap between HOMO and LUMO is 10.473 eV. For the total energy, the calculation gives -234.561976 a.u. The energy relative to the best compared isomer or geometry (same formula, charge and spin) is 1.1030 eV.

```
16
C6H10, DFT ωB97M-V/def2-TZVPD
C -1.180 -0.816 -2.249
C -0.035 -0.946 -1.592
C 0.077 -1.302 -0.142
C 0.640 -0.141 0.665
C -0.066 0.849 1.188
C 0.619 1.964 1.948
H -1.201 -0.544 -3.304
H -2.132 -1.077 -1.812
H 0.897 -0.711 -2.099
H 0.764 -2.132 -0.019
H -0.840 -1.711 0.278
H 1.726 -0.134 0.604
H -1.146 0.821 1.207
H 1.680 1.724 2.047
H 0.209 2.128 2.941
H 0.502 2.899 1.398
```

Entry 8:
The following is a quantum chemistry calculation of a molecular structure, C20H32BeCl2N3O3, from the Open Molecules 2025 dataset.

The value obtained for the gap between HOMO and LUMO (spin up / spin down) is 4.983 / 2.061 eV. As for the net charge: -1. For the total energy, the calculation gives -2106.456842 a.u.

```
61
C20H32BeCl2N3O3, DFT ωB97M-V/def2-TZVPD
O -0.008 -0.514 -2.469
C 0.916 -1.284 -2.812
C 0.810 -2.260 -3.890
C -0.314 -3.103 -4.006
H -1.092 -2.996 -3.244
C -0.371 -4.001 -5.066
H -1.209 -4.694 -5.116
C 0.612 -3.999 -6.066
H 0.518 -4.680 -6.913
C 1.696 -3.120 -5.974
H 2.445 -3.115 -6.764
C 1.808 -2.253 -4.894
H 2.622 -1.530 -4.818
H 1.921 -1.130 -2.382
C 3.083 -2.241 -0.021
C 2.110 -1.588 0.924
H 4.107 -2.148 0.359
H 3.077 -1.737 -0.999
H 2.838 -3.300 -0.187
C 2.453 -0.662 1.837
C 3.798 -0.507 2.448
H 1.701 0.023 2.191
H 4.445 -1.352 2.219
H 3.717 -0.444 3.534
H 4.331 0.390 2.132
Be -0.396 1.000 -2.481
Cl 0.487 -2.077 0.693
Cl -0.151 1.782 -4.304
C -1.225 -0.123 3.536
O -1.396 0.866 2.769
N -1.184 -0.042 4.881
C -1.507 1.185 5.582
C -0.991 -1.224 5.705
H -1.090 -1.147 3.153
H -1.565 2.003 4.862
H -0.735 1.391 6.333
H -2.462 1.088 6.117
H -0.673 -2.058 5.074
H -1.919 -1.500 6.225
H -0.225 -1.026 6.466
H 0.325 4.246 1.550
H 0.068 5.809 0.050
C 0.735 3.445 0.929
C 0.543 5.268 -0.775
N 0.481 3.858 -0.448
H 0.262 2.493 1.192
C 0.218 3.022 -1.426
O 0.322 1.759 -1.288
H 0.001 5.408 -1.720
H -0.114 3.454 -2.378
H 1.816 3.397 1.121
H 1.592 5.580 -0.896
C -5.028 -0.066 0.117
C -3.835 0.912 0.216
C -2.857 0.856 -0.890
N -2.029 0.917 -1.708
H -5.426 -0.110 -0.903
H -5.828 0.251 0.798
H -4.706 -1.071 0.410
H -4.230 1.948 0.246
H -3.292 0.753 1.169
```

Entry 9:
The following is a quantum chemistry calculation of 7 unconnected molecules or ions with the total composition C28H66O12, from the Open Molecules 2025 dataset.

The SMILES is C1CCOC1.C1CCOC1.COCCOC.COCCOC.COCCOC.COCCOC.COCCOC. The value obtained for the gap between HOMO and LUMO is 9.714 eV. For the total energy, the calculation gives -2009.012278 a.u. The energy relative to the best compared isomer or geometry (same formula, charge and spin) is 5.2105 eV.

```
106
C28H66O12, DFT ωB97M-V/def2-TZVPD
C -0.814 3.041 -5.429
C 0.166 2.063 -4.773
C -0.312 0.687 -5.229
O -0.873 0.926 -6.506
C -1.575 2.164 -6.427
H -0.365 3.941 -5.838
H -1.489 3.362 -4.630
H 0.286 2.061 -3.684
H 1.219 2.133 -5.066
H -1.094 0.313 -4.555
H 0.516 -0.016 -5.277
H -2.627 1.996 -6.171
H -1.660 2.550 -7.444
C 1.625 0.088 -0.145
C 0.122 0.017 -0.419
C 0.081 -0.400 -1.928
O 1.350 -0.191 -2.453
C 2.350 -0.279 -1.470
H 1.937 -0.650 0.602
H 1.993 1.028 0.264
H -0.346 0.998 -0.414
H -0.408 -0.778 0.099
H -0.663 0.187 -2.472
H -0.277 -1.433 -2.018
H 3.095 0.504 -1.620
H 2.844 -1.250 -1.386
C 6.041 1.970 -0.518
O 6.877 0.841 -0.666
C 6.365 -0.033 -1.647
C 7.140 -1.341 -1.581
O 7.184 -1.906 -0.280
C 5.916 -2.240 0.225
H 5.885 2.521 -1.451
H 6.378 2.567 0.325
H 5.054 1.587 -0.202
H 6.333 0.409 -2.649
H 5.315 -0.238 -1.389
H 8.172 -1.207 -1.894
H 6.600 -2.064 -2.208
H 5.324 -2.833 -0.484
H 5.341 -1.369 0.555
H 6.092 -2.870 1.098
C 0.098 -3.436 6.589
O -0.018 -2.806 5.348
C 1.183 -2.194 4.933
C 0.993 -1.228 3.804
O 0.236 -0.140 4.277
C -0.056 0.804 3.264
H 0.798 -2.987 7.311
H 0.465 -4.461 6.453
H -0.840 -3.424 7.145
H 1.943 -2.938 4.671
H 1.546 -1.553 5.748
H 0.410 -1.652 2.970
H 2.005 -1.010 3.435
H -0.746 0.328 2.552
H 0.844 1.043 2.689
H -0.585 1.638 3.714
C -6.781 -2.916 4.554
O -7.184 -2.789 3.188
C -6.749 -1.583 2.634
C -5.343 -1.668 2.032
O -4.284 -1.540 2.941
C -3.037 -1.816 2.387
H -7.102 -2.030 5.108
H -5.693 -2.948 4.634
H -7.268 -3.817 4.907
H -6.732 -0.756 3.357
H -7.417 -1.261 1.835
H -5.221 -0.988 1.178
H -5.310 -2.680 1.595
H -2.271 -2.030 3.130
H -2.633 -0.968 1.810
H -3.063 -2.604 1.624
C 4.537 4.731 1.796
O 3.588 4.258 0.886
C 2.267 4.783 0.972
C 1.552 4.438 -0.317
O 0.195 4.801 -0.161
C -0.639 4.423 -1.241
H 5.325 3.983 1.897
H 4.180 4.826 2.830
H 4.940 5.669 1.403
H 2.377 5.862 1.108
H 1.784 4.261 1.804
H 1.582 3.350 -0.426
H 1.976 5.065 -1.106
H -0.726 3.331 -1.261
H -0.175 4.747 -2.181
H -1.593 4.912 -1.071
C -6.037 -1.066 -1.863
O -4.731 -0.702 -1.447
C -3.772 -1.099 -2.442
C -3.229 -2.468 -2.156
O -2.323 -2.440 -1.087
C -1.473 -3.563 -0.991
H -6.705 -0.888 -1.023
H -6.093 -2.135 -2.087
H -6.335 -0.483 -2.737
H -2.941 -0.392 -2.444
H -4.302 -1.046 -3.395
H -2.692 -2.778 -3.070
H -4.029 -3.216 -2.080
H -0.621 -3.531 -1.672
H -2.058 -4.475 -1.138
H -1.118 -3.603 0.039
```

Entry 10:
The following is a quantum chemistry calculation of C22H25NO7S in the gas phase, from the Open Molecules 2025 dataset.

The SMILES is COc1ccc(C(=O)Oc2c(OC)cc(C(=S)N3CCOCC3)cc2OC)cc1OC. The value obtained for the gap between HOMO and LUMO is 8.387 eV. For the total energy, the calculation gives -1832.895187 a.u. The energy relative to the best compared isomer or geometry (same formula, charge and spin) is 0.2111 eV.

```
56
C22H25NO7S, DFT ωB97M-V/def2-TZVPD
C -3.272 2.173 -1.429
O -3.309 1.729 -0.095
C -2.175 1.815 0.650
C -0.938 2.221 0.178
C 0.174 2.222 1.009
C 0.051 1.825 2.329
C 1.221 1.725 3.249
O 1.230 2.168 4.364
O 2.318 1.092 2.772
C 2.245 0.362 1.605
C 1.321 -0.684 1.475
O 0.559 -0.939 2.570
C -0.444 -1.921 2.482
C 1.221 -1.353 0.264
C 2.063 -1.013 -0.789
C 1.956 -1.724 -2.076
S 3.268 -2.566 -2.617
N 0.798 -1.668 -2.749
C -0.334 -0.838 -2.399
C -1.573 -1.730 -2.234
O -1.818 -2.469 -3.405
C -0.713 -3.282 -3.736
C 0.553 -2.445 -3.944
C 3.044 -0.045 -0.628
C 3.139 0.660 0.566
O 4.007 1.669 0.805
C 5.003 1.939 -0.155
C -1.201 1.474 2.834
C -2.312 1.451 2.012
O -3.564 1.092 2.399
C -3.780 0.800 3.759
H -4.286 2.049 -1.806
H -2.585 1.575 -2.037
H -2.989 3.228 -1.494
H -0.822 2.540 -0.846
H 1.124 2.555 0.621
H -1.204 -1.648 1.742
H -0.026 -2.903 2.239
H -0.898 -1.962 3.470
H 0.510 -2.152 0.135
H -0.136 -0.275 -1.488
H -0.514 -0.140 -3.228
H -2.465 -1.127 -2.056
H -1.423 -2.412 -1.382
H -0.983 -3.805 -4.654
H -0.535 -4.017 -2.937
H 1.416 -3.085 -4.132
H 0.409 -1.766 -4.793
H 3.706 0.160 -1.453
H 4.570 2.308 -1.090
H 5.626 2.716 0.284
H 5.612 1.055 -0.359
H -1.265 1.200 3.874
H -3.521 1.650 4.398
H -3.211 -0.079 4.078
H -4.845 0.592 3.847
```

Entry 11:
The following is a quantum chemistry calculation of C5H9NO4 in the gas phase, from the Open Molecules 2025 dataset.

The SMILES is N[C@@H](CCC(=O)O)C(=O)O. The value obtained for the gap between HOMO and LUMO is 10.309 eV. For the total energy, the calculation gives -551.655021 a.u. The energy relative to the best compared isomer or geometry (same formula, charge and spin) is 0.9463 eV.

```
19
C5H9NO4, DFT ωB97M-V/def2-TZVPD
N 0.506 2.538 -1.067
C 0.734 1.125 -0.725
C 0.129 0.905 0.672
C 0.642 -0.325 1.295
C -0.348 -1.139 2.116
O -0.525 -1.110 3.282
O -1.037 -2.018 1.243
C 0.123 0.150 -1.741
O -0.295 -0.958 -1.454
O 0.035 0.606 -2.956
H 1.164 2.686 -1.841
H -0.344 2.566 -1.644
H 1.800 0.932 -0.677
H -0.963 1.022 0.550
H 0.459 1.728 1.310
H 1.549 -0.228 1.864
H 0.823 -1.006 0.476
H -0.691 -1.879 0.298
H -0.433 -0.049 -3.485
```

Entry 12:
The following is a quantum chemistry calculation of 2 unconnected molecules or ions with the total composition C31H29NO3SSi, from the Open Molecules 2025 dataset.

The SMILES is C[Si](C)(C)OCCc1cccc2c1Nc1ccccc1S2.O=C1c2ccccc2C(=O)c2ccccc21. The value obtained for the gap between HOMO and LUMO is 6.818 eV. For the total energy, the calculation gives -2166.616663 a.u.

```
66
C31H29NO3SSi, DFT ωB97M-V/def2-TZVPD
C 0.545 2.203 -1.197
Si -0.335 1.380 -2.725
C -1.460 0.013 -2.000
C -1.459 2.737 -3.472
O 0.943 0.828 -3.751
C 0.531 -0.192 -4.683
C 1.873 -1.067 -4.997
C 2.199 -1.822 -3.601
C 3.151 -1.133 -2.560
C 3.508 -1.762 -1.174
C 2.879 -3.142 -0.757
C 1.943 -3.829 -1.794
C 1.601 -3.198 -3.198
N 0.714 -3.893 -4.149
C -0.562 -4.322 -3.543
C -1.879 -3.931 -4.285
C -3.217 -4.379 -3.639
C -3.244 -5.222 -2.314
C -1.923 -5.622 -1.556
C -0.596 -5.147 -2.200
S 1.093 -5.462 -1.458
H 0.588 1.409 -0.356
H 0.063 3.188 -0.887
H 1.637 2.411 -1.528
H -2.443 0.484 -1.607
H -0.940 -0.432 -1.085
H -1.796 -0.784 -2.766
H -2.533 2.341 -3.651
H -1.039 3.255 -4.405
H -1.591 3.578 -2.686
H 0.078 0.226 -5.665
H -0.231 -0.943 -4.281
H 2.704 -0.298 -5.226
H 1.741 -1.785 -5.873
H 3.637 -0.107 -2.762
H 4.226 -1.259 -0.427
H 3.120 -3.609 0.268
H 0.445 -3.298 -4.946
H -1.773 -3.320 -5.244
H -4.176 -4.085 -4.202
H -4.276 -5.523 -1.938
H -1.930 -6.221 -0.587
O -2.529 2.338 3.929
C -1.407 2.451 4.393
C -1.156 3.350 5.543
C -2.217 4.055 6.112
C -1.997 4.870 7.216
C -0.718 4.983 7.758
C 0.345 4.295 7.182
C 0.129 3.481 6.070
C 1.270 2.767 5.454
O 2.401 2.925 5.880
C 1.016 1.854 4.317
C 2.078 1.147 3.750
C 1.844 0.262 2.704
C 0.550 0.078 2.221
C -0.508 0.792 2.774
C -0.277 1.686 3.820
H -3.217 3.967 5.698
H -2.824 5.415 7.660
H -0.550 5.609 8.628
H 1.340 4.391 7.606
H 3.087 1.282 4.126
H 2.670 -0.290 2.267
H 0.367 -0.620 1.410
H -1.513 0.647 2.390
```

Question: Which formula does entry 8 have?
Answer: C20H32BeCl2N3O3

Copy entry 11 word for word.
The following is a quantum chemistry calculation of C5H9NO4 in the gas phase, from the Open Molecules 2025 dataset.

The SMILES is N[C@@H](CCC(=O)O)C(=O)O. The value obtained for the gap between HOMO and LUMO is 10.309 eV. For the total energy, the calculation gives -551.655021 a.u. The energy relative to the best compared isomer or geometry (same formula, charge and spin) is 0.9463 eV.

```
19
C5H9NO4, DFT ωB97M-V/def2-TZVPD
N 0.506 2.538 -1.067
C 0.734 1.125 -0.725
C 0.129 0.905 0.672
C 0.642 -0.325 1.295
C -0.348 -1.139 2.116
O -0.525 -1.110 3.282
O -1.037 -2.018 1.243
C 0.123 0.150 -1.741
O -0.295 -0.958 -1.454
O 0.035 0.606 -2.956
H 1.164 2.686 -1.841
H -0.344 2.566 -1.644
H 1.800 0.932 -0.677
H -0.963 1.022 0.550
H 0.459 1.728 1.310
H 1.549 -0.228 1.864
H 0.823 -1.006 0.476
H -0.691 -1.879 0.298
H -0.433 -0.049 -3.485
```